# 1
97
Properties=species:S:1:pos:R:3:forces:R:3 method="wB97M-V/def2-TZVPD" e_tot_ha=-2402.80737 mol_weight_da=582.06 homo_lumo_gap_ev=9.9 e_above_lowest_kj_mol=0.0 spin_multiplicity=1 total_charge=0
C 0.709013 -4.080458 3.693582 -0.0311 0.3353 -0.2839
C 0.865497 -4.268911 2.183382 -0.0213 -0.1549 0.2130
O 2.079541 -3.732837 1.699630 0.1258 -0.0283 -0.1289
C 1.938346 -2.532884 0.968592 -0.0102 0.0416 0.1133
C 1.569920 -1.325719 1.824163 -0.3176 0.1703 -0.3231
Si 1.834590 0.368183 1.036145 0.3724 -0.7503 0.2094
C 1.761663 0.144045 -0.831293 -0.3491 0.6370 0.0328
C 2.059728 1.327647 -1.761088 0.1863 -0.4208 -0.2662
C 3.477298 1.886506 -1.675203 -0.1729 0.4201 0.0766
C 4.006164 2.407585 -3.010543 0.1815 0.1361 -0.0600
N 4.859424 1.451296 -3.731162 0.1509 0.2487 -0.0821
C 4.420506 0.136303 -3.780012 -0.6075 0.8041 -0.5846
C 3.213463 -0.120274 -4.623823 -0.3574 0.0236 0.2497
O 4.997657 -0.752451 -3.229753 1.0226 -1.2664 0.5816
C 3.453513 1.068782 1.712124 -0.3191 -0.2002 0.0617
C 4.573483 0.049312 1.944340 0.2682 0.5894 -0.0344
C 5.103131 -0.630735 0.697398 0.2215 -0.5191 0.2199
O 5.426228 -1.971954 1.021051 -0.2450 0.0996 0.1923
C 5.718673 -2.747056 -0.111260 0.1987 -0.0784 -0.1824
O 0.565703 1.303809 1.577894 0.3620 0.3179 -0.2604
Si 0.560471 2.952830 1.444471 -0.4018 0.2972 -0.2251
C -1.067915 3.517818 0.702894 0.1884 -0.8493 0.3886
C -1.536983 2.529955 -0.367227 0.1168 0.2722 -0.2428
C -2.669344 3.047019 -1.245078 0.1485 -0.4368 -0.3266
C -3.182493 1.956845 -2.204744 0.0268 -0.1667 0.4173
C -4.573834 1.477598 -1.809171 0.1011 0.3129 -0.4042
C -5.185820 0.407503 -2.712683 0.1853 -0.3302 0.4383
C -4.985117 -1.031227 -2.207940 -0.2491 0.1145 -0.0734
C -5.327507 -1.214146 -0.714214 0.4016 0.2622 -0.0592
Si -3.852334 -1.407582 0.452648 -0.0674 -0.1494 0.1520
C -2.199792 -1.319068 -0.430177 -0.2829 0.0987 0.2213
C -4.001061 -3.074005 1.301168 -0.1498 0.2994 -0.3597
C -3.819016 -0.060826 1.772401 -0.3534 0.8160 0.4235
C -2.766205 -0.074938 2.711451 -0.5451 0.8136 0.1738
C -2.658163 0.898439 3.718435 -1.0273 0.3664 -0.6277
C -3.628549 1.927260 3.807402 0.1665 -1.0183 -0.8085
C -4.687512 1.961357 2.884230 0.7394 -0.7437 -0.0128
C -4.781790 0.980574 1.880880 0.9457 -0.1936 0.6908
H 1.634932 -3.662750 4.069650 0.2065 -0.0657 0.1952
H 0.505425 -5.016907 4.195493 -0.0574 -0.1645 0.1673
H -0.079150 -3.370765 3.929120 -0.1541 0.0538 0.0958
H 0.868355 -5.330866 1.951047 0.0641 -0.1594 -0.1033
H 0.026658 -3.828782 1.645901 -0.1830 0.0776 -0.1177
H 2.879905 -2.397734 0.448869 0.2705 0.0111 0.0178
H 1.164287 -2.667140 0.209951 -0.0866 -0.0073 -0.2550
H 2.053789 -1.387808 2.793919 0.2439 0.0440 0.1528
H 0.499075 -1.363454 2.021212 -0.2756 -0.0382 0.1804
H 2.387319 -0.687920 -1.145108 0.1829 -0.2339 0.1065
H 0.734495 -0.164700 -1.037847 -0.1934 -0.1985 0.0460
H 1.902337 0.974105 -2.780581 -0.1022 0.0248 -0.0474
H 1.345498 2.134640 -1.634202 -0.1383 0.1692 0.1510
H 4.169962 1.146146 -1.289256 0.1417 -0.1973 0.0333
H 3.491317 2.712603 -0.966768 0.0017 0.0728 0.1759
H 3.190583 2.737624 -3.648650 -0.1905 -0.0248 -0.1345
H 4.616574 3.284842 -2.830345 0.1655 0.1573 -0.1082
H 5.808860 1.466232 -3.388406 0.0406 -0.0388 0.3354
H 3.529996 -0.649107 -5.514586 0.0860 -0.0287 -0.2261
H 2.705255 0.797091 -4.887960 -0.1160 0.1187 -0.2281
H 2.544068 -0.768644 -4.070835 -0.1769 -0.1728 -0.0123
H 3.179996 1.460942 2.694025 -0.0600 0.1654 0.1389
H 3.819172 1.921650 1.147159 0.0268 0.1196 -0.1594
H 5.399238 0.587333 2.405638 0.1562 -0.0381 0.1975
H 4.273885 -0.699069 2.666750 -0.1846 -0.3179 -0.0032
H 6.004670 -0.126094 0.342173 0.0544 0.1679 -0.2459
H 4.378772 -0.636638 -0.117433 -0.1769 0.0623 -0.1424
H 5.012669 -2.567978 -0.923285 -0.1608 0.0596 -0.1028
H 5.667537 -3.791579 0.170135 -0.0230 -0.1696 0.1428
H 6.719316 -2.543163 -0.496680 0.1482 0.1107 -0.0595
H 0.812846 3.581780 2.758344 0.0164 -0.0337 0.0544
H 1.656547 3.354308 0.521425 0.0822 -0.0301 0.0379
H -0.987783 4.522169 0.301200 0.0113 0.2895 0.0169
H -1.790054 3.498511 1.518598 -0.2428 0.3181 0.0627
H -0.707219 2.282410 -1.033667 0.1079 -0.1106 -0.0782
H -1.828884 1.594047 0.101890 -0.0778 -0.1099 0.1799
H -3.490738 3.386669 -0.620836 -0.1398 0.2457 0.1187
H -2.297636 3.881594 -1.832421 -0.0301 0.3573 0.0723
H -3.151494 2.271256 -3.243776 -0.1251 0.1682 -0.1674
H -2.502654 1.111103 -2.125590 0.1619 -0.1734 -0.2404
H -5.230175 2.346206 -1.784825 -0.1097 0.1510 0.0156
H -4.504452 1.133322 -0.783242 -0.0736 -0.0490 0.2242
H -6.253168 0.584356 -2.810211 -0.1999 0.0474 -0.0283
H -4.749655 0.481944 -3.704567 -0.0353 0.0967 -0.2827
H -5.632440 -1.682978 -2.788903 -0.0546 -0.0930 -0.1883
H -3.973281 -1.347160 -2.445043 0.2454 -0.0813 0.1047
H -6.009025 -2.046523 -0.571491 -0.0261 -0.2690 0.0337
H -5.876820 -0.337435 -0.382516 -0.2700 0.0900 0.0747
H -1.417877 -1.471800 0.308840 0.2370 -0.1111 0.1240
H -2.100567 -2.063213 -1.212008 0.0798 -0.1623 -0.1646
H -2.044643 -0.329393 -0.846861 0.0510 0.0554 -0.1638
H -4.958145 -3.125931 1.812173 -0.1068 -0.0327 0.2339
H -3.199336 -3.277211 2.000957 0.1413 -0.0736 0.1715
H -4.015547 -3.842292 0.531310 0.1108 -0.2242 -0.0657
H -2.013141 -0.845803 2.654065 0.1685 -0.1473 0.0212
H -1.835589 0.861975 4.414730 0.0961 0.0141 0.1046
H -3.567327 2.680655 4.575331 0.0824 0.0854 0.1369
H -5.430734 2.740273 2.951235 -0.1014 0.0937 -0.0170
H -5.606383 1.039456 1.187849 -0.1109 -0.0409 -0.0926

---

# 2
108
Properties=species:S:1:pos:R:3:forces:R:3 method="wB97M-V/def2-TZVPD" e_tot_ha=-2532.94613 mol_weight_da=708.79 homo_lumo_gap_ev="6.2 / 2.3" s_squared=0.7575 spin_multiplicity=2 total_charge=+1
C 0.038518 8.308814 -1.958968 -2.5023 0.4709 -0.6623
O 1.179038 7.954344 -1.292658 3.4843 -1.3189 1.4256
C 1.371288 6.715804 -0.779138 -2.6442 -2.0635 -1.3521
O 0.494038 5.817904 -0.816638 2.4395 2.3124 0.5707
O 2.628008 6.570104 -0.353698 -0.3886 1.3354 -0.4124
C 3.100048 5.399214 0.300182 -0.9734 -0.6594 0.0886
H -0.145482 7.859334 -2.934778 0.3667 -0.7854 0.2560
H 0.073538 9.371114 -2.200628 0.2854 0.0943 0.5761
H -0.796882 8.103284 -1.289668 -0.3870 0.1216 -0.3331
H 3.924588 4.981964 -0.277868 0.1670 0.3420 0.1901
H 2.316298 4.642574 0.336742 -0.1382 0.0610 -0.0453
H 3.338128 5.652994 1.333142 0.3081 0.0171 -0.2226
C -1.270522 -1.909556 0.654382 0.6424 0.4723 -0.7807
O -0.029862 -1.202886 0.919982 -1.2187 0.1945 -0.5826
C 0.274748 -0.104256 0.185742 -2.6146 0.5338 -2.9290
O -0.348342 0.420454 -0.794378 2.2401 -2.2991 3.8953
O 1.408408 0.256154 0.714272 2.1914 1.4422 -0.3153
C 2.169598 1.303404 0.097832 0.6846 1.6545 -0.4483
H -1.400182 -1.971756 -0.426098 -0.0506 -0.1033 -0.0431
H -2.136912 -1.393256 1.067782 0.1896 -0.0549 0.3144
H -1.099002 -2.904916 1.064182 -0.2572 0.1369 0.1461
H 1.580728 2.174124 -0.190568 -0.4907 -0.3425 0.0394
H 2.820778 1.085644 -0.748708 -0.7976 -1.1842 -0.5216
H 2.961388 1.715814 0.723202 -0.5537 -0.4785 1.1962
C 2.702608 -0.644716 -7.259308 0.2425 0.3148 -0.7051
O 1.319128 -0.687426 -6.870568 -1.1421 -0.2910 2.7583
C 0.932598 -0.642486 -5.497558 2.4544 2.0085 0.1777
O 1.748978 -0.302166 -4.604118 -3.0057 -1.6928 -2.3816
O -0.414582 -0.820176 -5.417538 1.2875 -0.5245 0.0574
C -1.103112 -0.742986 -4.132928 0.0574 0.9933 0.2043
H 2.666498 -0.295386 -8.291178 -0.1966 -0.2910 -0.0879
H 3.190148 -1.619596 -7.255608 -0.3562 -0.1563 0.2368
H 3.390228 0.069584 -6.806488 -0.6360 0.0831 0.8899
H -0.565062 -1.183766 -3.293688 0.2924 0.1212 -0.3172
H -2.114542 -1.148846 -4.152808 0.3681 -0.7472 -0.8941
H -1.343312 0.301284 -3.933158 0.6811 0.1780 0.1746
C 0.825778 1.928674 3.634362 1.0594 -0.8580 0.2974
O -0.007412 2.756904 2.856522 -2.1069 1.2645 -1.0755
C 0.175338 4.092974 2.669422 0.7574 1.9651 1.6554
O 1.199158 4.649054 3.014532 -0.6867 -0.4004 -0.6343
O -0.930712 4.784084 2.216222 -0.1165 -3.1343 1.0419
C -1.047492 6.210174 2.198912 2.2203 0.5564 -1.8291
H 1.399698 2.361284 4.453842 -0.1294 0.8006 -0.3677
H 1.505678 1.373384 2.988222 0.1828 0.3047 -0.1357
H 0.239658 1.141854 4.109192 -0.6584 0.2641 -0.2093
H -0.507312 6.761664 2.968432 -0.5081 -0.5080 0.5874
H -2.048182 6.562804 1.949192 -0.2067 -0.7343 0.8081
H -0.492552 6.466124 1.296342 0.0635 0.3833 -0.1423
C 4.034648 -3.895486 -3.504238 -0.9589 0.5700 1.0824
C 2.926868 -3.632386 -2.455678 0.6651 0.4277 -0.9302
O 2.100748 -4.510996 -2.300728 -0.1480 0.7922 0.8026
C 2.927438 -2.260156 -1.651948 -0.2957 -1.7618 0.7990
H 3.817148 -4.807206 -4.060618 -0.0115 0.1400 0.1319
H 4.928788 -4.020766 -2.893558 0.3813 0.1334 -0.3621
H 4.098728 -3.029296 -4.162798 0.3443 -0.0223 0.0369
H 3.886218 -1.844766 -1.341668 0.3405 0.0477 -1.1278
H 2.570488 -2.512676 -0.653498 -0.6776 -0.2124 0.0399
H 2.237848 -1.516726 -2.051808 0.2464 -0.0488 -0.3980
C -0.341932 3.488464 -5.002108 -0.4642 0.3417 0.6300
C 0.239778 4.578614 -4.149538 -1.3639 2.7395 -0.1921
O -0.362582 5.674084 -4.096598 1.8390 -2.4584 0.2625
C 1.568088 4.294474 -3.470438 -0.4841 0.3653 0.1761
H -0.655902 2.675464 -4.347478 0.5408 -0.4714 -0.0903
H 0.422178 3.220674 -5.731848 -0.3627 -0.4486 -0.1158
H -1.282562 3.855024 -5.413148 0.3443 0.0930 -0.4583
H 2.177598 3.643304 -4.096988 0.0849 0.0883 0.0813
H 1.369228 3.793224 -2.523188 -0.1354 -0.2567 -0.0039
H 2.075548 5.216564 -3.186988 0.0261 0.0056 -0.3358
C 1.076638 -3.144606 3.879052 0.0239 0.5239 1.5798
C -0.369162 -3.588326 4.004812 1.0764 -1.0986 -2.7817
O -0.607972 -4.731386 3.605202 -0.4471 0.8945 0.8341
C -1.373602 -2.555026 4.346892 0.0804 -0.2776 0.4934
H 1.706298 -3.574316 3.099962 -0.5196 -0.1692 -0.0029
H 1.420088 -3.499866 4.850622 0.6758 -0.3219 0.1547
H 1.261528 -2.075916 3.987722 -0.3272 0.1194 -0.4685
H -0.937982 -1.833856 5.038442 -0.2506 -0.0212 0.1438
H -2.303982 -2.992406 4.709102 0.0720 0.1937 -0.0314
H -1.531022 -2.007256 3.417772 -0.2252 0.0994 -0.0366
C 0.521238 -5.885096 -0.146398 -0.2680 0.8439 -0.9756
C -0.155582 -7.031706 0.532552 -1.6237 0.3509 1.2065
O -1.365442 -7.205906 0.297922 2.5928 -0.2833 0.4889
C 0.627778 -7.756286 1.625892 0.7539 -1.2352 -0.8881
H -0.026692 -4.989626 0.146842 -0.2280 0.0701 0.0828
H 0.361708 -5.971906 -1.221168 0.0259 -0.0152 -0.1080
H 1.576338 -5.667406 0.019312 -0.0838 -0.8192 0.4065
H 0.328868 -8.752926 1.950632 -1.0381 0.4641 0.1166
H 0.920728 -7.103016 2.447802 -0.5273 0.3866 -0.0914
H 1.554578 -8.005866 1.109312 0.3516 0.3353 -0.1907
C -4.868572 -4.162626 3.822882 -0.1610 -0.6122 -0.6345
C -4.299442 -5.292976 3.009212 0.4409 -2.4910 -0.2843
O -4.568072 -6.469256 3.237652 -0.0290 1.5569 0.0347
C -3.280542 -5.036506 1.911132 -0.4698 1.7966 -0.2618
H -5.938202 -4.142726 3.614112 -0.0987 0.0757 0.1308
H -4.435472 -3.205796 3.531312 0.0273 -0.0527 0.5128
H -4.733842 -4.506836 4.848292 0.0022 0.6268 0.1611
H -3.125722 -3.958026 1.879122 0.6922 0.1480 0.3431
H -3.717102 -5.138446 0.917592 -0.1072 -0.9707 0.0012
H -2.341122 -5.563656 2.077502 -0.3693 0.0046 -0.0413
C -3.253042 1.854044 4.382892 -0.0947 0.1274 -0.6151
C -3.199202 1.135694 3.026622 0.4187 -1.8956 -0.2656
O -2.903382 -0.071716 2.941762 -0.5129 2.1079 0.5001
C -3.474552 1.898734 1.744202 0.3669 0.3705 -0.2987
H -2.482702 1.516474 5.076232 0.0370 -0.1658 -0.2460
H -4.213672 1.686104 4.869812 -0.1397 -0.2353 -0.1296
H -3.180402 2.933924 4.253772 0.1505 -0.0451 -0.0655
H -3.239162 2.958964 1.836962 -0.0957 -0.0089 0.0976
H -4.470602 1.802584 1.312052 -0.3907 -0.0708 0.6840
H -2.871082 1.506594 0.925572 0.4081 -0.1698 0.2574